Model 1:
Computed, not measured: a molecular structure, C17H34AsF5N9ORhSSi2Te, with ωB97M-V/def2-TZVPD.

```
72
C17H34AsF5N9ORhSSi2Te | OMol25 | ωB97M-V/def2-TZVPD
Rh -0.3723 -0.6625 -0.4739
C -4.9233 1.7279 1.8717
C -5.0284 1.5082 0.3688
N -4.6917 0.1509 -0.0287
C -3.4350 -0.3167 -0.1732
S -2.1325 0.8343 -0.2366
N -3.2819 -1.6032 -0.2711
N -1.9758 -1.9687 -0.3844
C -1.7190 -3.2324 -0.3322
C -2.7538 -4.2887 -0.1409
C -0.3091 -3.5955 -0.4868
C 0.1437 -4.9030 -0.4765
C 1.4976 -5.1491 -0.6548
C 2.3490 -4.0823 -0.8593
C 1.8248 -2.7991 -0.8671
N 0.5319 -2.5581 -0.6707
H -5.1949 2.7531 2.1265
H -3.9039 1.5432 2.2118
H -5.5919 1.0546 2.4100
H -4.3666 2.1904 -0.1643
H -6.0399 1.7087 0.0135
H -5.3811 -0.5686 0.1234
H -3.7143 -3.8380 0.0786
H -2.4630 -4.9450 0.6811
H -2.8451 -4.9021 -1.0403
H -0.5524 -5.7128 -0.3188
H 1.8763 -6.1618 -0.6283
H 3.4130 -4.2154 -0.9851
H 2.4539 -1.9344 -1.0156
F 3.7978 -0.8044 3.4957
Te 2.8075 -0.9530 1.9163
F 2.0343 0.7623 2.6674
F 1.7488 -2.1696 3.0624
F 4.0125 -2.4192 1.4984
F 4.2059 0.2165 1.1498
O 1.5433 -0.0714 -0.8419
N 0.4860 0.0926 4.9663
N -0.3849 -0.6686 4.2030
N -0.9597 -1.7495 4.6618
C -1.6699 -2.1204 3.6002
N -1.5169 -1.2890 2.5681
N -0.6881 -0.3520 2.9800
H 1.0263 -0.5785 5.5043
H 1.1164 0.5319 4.2893
H -2.2797 -3.0065 3.5823
C 1.7011 4.6275 -0.5207
Si 2.5180 3.0406 0.0280
C 3.0801 3.2058 1.7707
C 3.7946 2.3712 -1.1338
As 0.7118 1.4489 -0.6930
Si 0.3020 1.7115 -3.0837
C 1.6155 0.6171 -3.8382
C 0.4651 3.4780 -3.6864
C -1.3718 1.0699 -3.5951
H 2.3385 5.4465 -0.1743
H 0.7278 4.7580 -0.0444
H 1.5841 4.7246 -1.5968
H 3.8197 4.0157 1.7466
H 3.5466 2.2991 2.1412
H 2.2739 3.4955 2.4433
H 4.6874 2.9914 -0.9956
H 3.5046 2.4273 -2.1824
H 4.0500 1.3494 -0.8541
H 2.5979 0.7202 -3.3817
H 1.6968 0.8516 -4.9036
H 1.3160 -0.4275 -3.7409
H 1.4987 3.8266 -3.6994
H -0.1328 4.1789 -3.1023
H 0.0943 3.5085 -4.7143
H -1.5652 0.0814 -3.1804
H -1.3620 0.9963 -4.6877
H -2.1866 1.7309 -3.3009
```

Values from the calculation:
Molecular weight: 869.178 g mol⁻¹
Charge: 0
HOMO: -8.1 eV
LUMO: -1.464 eV

---

Model 2:
Computed, not measured: a molecular structure, C17H34AsF5N9ORhSSi2Te, with ωB97M-V/def2-TZVPD.

```
72
C17H34AsF5N9ORhSSi2Te | OMol25 | ωB97M-V/def2-TZVPD
Rh -0.3644 -0.6556 -0.4953
C -4.8509 1.7427 1.9300
C -4.9899 1.5413 0.4272
N -4.6689 0.1871 0.0056
C -3.4173 -0.2881 -0.1581
S -2.1081 0.8568 -0.2258
N -3.2738 -1.5757 -0.2675
N -1.9707 -1.9498 -0.3896
C -1.7209 -3.2141 -0.3369
C -2.7617 -4.2632 -0.1363
C -0.3141 -3.5848 -0.4911
C 0.1340 -4.8934 -0.4669
C 1.4877 -5.1466 -0.6352
C 2.3451 -4.0857 -0.8432
C 1.8256 -2.8010 -0.8666
N 0.5320 -2.5537 -0.6810
H -5.1092 2.7669 2.2029
H -3.8260 1.5464 2.2461
H -5.5132 1.0680 2.4746
H -4.3370 2.2269 -0.1123
H -6.0081 1.7505 0.0972
H -5.3600 -0.5299 0.1617
H -3.7190 -3.8054 0.0819
H -2.4735 -4.9157 0.6898
H -2.8584 -4.8821 -1.0314
H -0.5660 -5.6993 -0.3051
H 1.8620 -6.1606 -0.5971
H 3.4095 -4.2238 -0.9597
H 2.4582 -1.9398 -1.0204
F 3.8087 -0.9250 3.5367
Te 2.8165 -1.0368 1.9565
F 2.0274 0.6495 2.7552
F 1.7434 -2.2631 3.0782
F 4.0164 -2.5045 1.5214
F 4.2210 0.1555 1.2379
O 1.5518 -0.0642 -0.8599
N 0.5301 -0.0113 4.9556
N -0.3819 -0.7350 4.2038
N -0.9812 -1.8040 4.6599
C -1.7169 -2.1431 3.6047
N -1.5581 -1.3015 2.5811
N -0.7000 -0.3912 2.9921
H 1.0654 -0.7054 5.4683
H 1.1551 0.4184 4.2681
H -2.3489 -3.0136 3.5849
C 1.6135 4.6554 -0.5692
Si 2.4632 3.0975 0.0120
C 2.9785 3.2921 1.7656
C 3.7852 2.4647 -1.1199
As 0.7230 1.4527 -0.7450
Si 0.3333 1.6919 -3.1393
C 1.6415 0.5766 -3.8705
C 0.5230 3.4530 -3.7498
C -1.3465 1.0661 -3.6485
H 2.2223 5.4982 -0.2280
H 0.6298 4.7650 -0.1089
H 1.5081 4.7317 -1.6488
H 3.6774 4.1379 1.7554
H 3.4817 2.4106 2.1480
H 2.1442 3.5418 2.4197
H 4.6556 3.1130 -0.9711
H 3.5108 2.5032 -2.1740
H 4.0668 1.4527 -0.8293
H 2.6238 0.6873 -3.4144
H 1.7251 0.7888 -4.9404
H 1.3388 -0.4647 -3.7502
H 1.5598 3.7931 -3.7430
H -0.0809 4.1622 -3.1821
H 0.1737 3.4804 -4.7856
H -1.5495 0.0805 -3.2305
H -1.3394 0.9899 -4.7409
H -2.1542 1.7353 -3.3533
```

Values from the calculation:
Molecular weight: 869.178 g mol⁻¹
Charge: 0
HOMO: -8.1 eV
LUMO: -1.466 eV

---

Least stable: model 1

---

Model 1:
Computed, not measured: 2 unconnected molecules or ions with the total composition C2H7N3O, with ωB97M-V/def2-TZVPD.

```
13
C2H7N3O | OMol25 | ωB97M-V/def2-TZVPD
C 0.0581 1.0123 -1.0438
N -1.0026 0.4136 -0.2768
N -1.7863 1.2795 0.6601
C -1.1508 0.1644 1.1076
O -0.8956 -0.5905 1.9757
H 0.8020 0.2269 -1.2058
H -0.3363 1.3687 -1.9958
H 0.5275 1.8433 -0.5138
H -2.7901 1.2769 0.5055
N 1.5791 -1.5384 0.0290
H 2.4808 -1.3938 0.4707
H 0.9142 -1.6594 0.7864
H 1.6001 -2.4032 -0.4989
```

Values from the calculation:
Molecular weight: 89.098 g mol⁻¹
Charge: 0
HOMO: -9.6 eV
Structure (SMILES): CN1NC1=O.N
LUMO: 0.951 eV

---

Model 2:
Computed, not measured: a single C2H7N3O molecule, with ωB97M-V/def2-TZVPD.

```
13
C2H7N3O | OMol25 | ωB97M-V/def2-TZVPD
N 0.8742 1.8358 0.1578
N -0.2827 1.0656 -0.0563
C 0.2471 -0.1468 -1.2219
C -0.1847 -0.3143 0.1781
N -1.3929 -1.0642 -0.0438
O 0.7764 -0.8097 1.0801
H 1.5612 1.4162 0.7854
H 0.5827 2.7143 0.5719
H -0.3168 0.1890 -2.0766
H 1.1434 -0.6783 -1.5181
H -1.3345 -2.0492 0.1876
H -2.2108 -0.5961 0.3244
H 0.5374 -1.5623 1.6315
```

Values from the calculation:
Molecular weight: 89.098 g mol⁻¹
Charge: 0
HOMO: -7.3 eV
Structure (SMILES): NN1C[C@@]1(N)O
LUMO: 0.680 eV

---

Least stable: model 2

---

Model 1:
Computed, not measured: 2 unconnected molecules or ions with the total composition C5H14NS, with ωB97M-V/def2-TZVPD.

```
21
C5H14NS | OMol25 | ωB97M-V/def2-TZVPD
C -1.6173 -0.2270 0.1768
C -0.7037 2.0925 -0.1735
C -0.2091 0.1578 -1.7008
C 0.6796 0.2490 0.4601
C 1.4020 -2.0595 0.5949
N -0.5432 0.5789 -0.2789
S 2.6120 -1.7705 1.7983
H -2.6519 0.0112 -0.2633
H -1.4161 -1.2422 -0.1277
H -1.8117 -0.2595 1.2631
H 0.4114 2.4207 -0.1776
H -1.1448 2.5919 -1.0979
H -1.0943 2.4040 0.7653
H 0.4739 0.9114 -2.1431
H 0.3874 -0.7570 -1.7014
H -1.2240 0.2345 -2.2758
H 1.5342 0.7008 -0.0152
H 0.7071 0.1577 1.4832
H 0.4429 -2.4021 0.8667
H 1.8660 -1.9363 -0.2990
H 1.8997 -1.8563 2.8460
```

Values from the calculation:
Molecular weight: 120.241 g mol⁻¹
Charge: +1
HOMO (spin up / spin down): -11.9 / -11.9 eV
LUMO (spin up / spin down): -3.781 / -3.775 eV

---

Model 2:
Computed, not measured: 2 unconnected molecules or ions with the total composition C5H14NS, with ωB97M-V/def2-TZVPD.

```
21
C5H14NS | OMol25 | ωB97M-V/def2-TZVPD
C 1.4791 -1.7966 0.0726
C -0.2238 -1.5089 1.9340
C -0.6779 2.3055 -1.9016
C 0.0883 -1.4759 0.4577
C -0.5234 0.7938 0.1172
N -0.6088 0.9694 -1.3672
S 0.9085 1.6340 0.7768
H 2.2097 -1.6484 0.8779
H 1.4213 -2.7272 -0.3067
H 1.9150 -1.1468 -0.7469
H -1.3002 -1.0296 2.0142
H 0.5714 -1.0217 2.5697
H -0.4688 -2.5158 2.2172
H -0.0267 2.8786 -1.2433
H -0.5130 2.3746 -2.9398
H -1.5910 2.8745 -1.8027
H -0.5769 -1.8536 -0.2233
H -1.4057 0.7341 0.7240
H -1.4449 0.4619 -1.7576
H 0.2464 0.2369 -1.5604
H 0.5215 1.4612 2.0884
```

Values from the calculation:
Molecular weight: 120.241 g mol⁻¹
Charge: +1
HOMO: -11.9 eV
LUMO: -3.532 eV

---

Least stable: model 1

---

Model 1:
Computed, not measured: 2 unconnected molecules or ions with the total composition C5H14NS, with ωB97M-V/def2-TZVPD.

```
21
C5H14NS | OMol25 | ωB97M-V/def2-TZVPD
C -1.3473 -1.6277 -0.7668
C -1.6702 -0.1409 -0.3791
C -1.5081 -0.0651 1.1739
C -1.3596 1.3294 1.7639
S 1.7062 -0.3312 -0.1525
C 3.4681 0.0791 -0.3364
N -0.8463 0.8876 -0.9777
H -0.9936 -1.7421 -1.7929
H -2.2542 -2.1888 -0.6717
H -0.6748 -1.9930 -0.0216
H -2.6776 0.1177 -0.6864
H -2.3227 -0.6741 1.5570
H -0.5481 -0.5295 1.3752
H -2.2125 1.9660 1.6449
H -1.1160 1.3369 2.8179
H 3.6681 0.4231 -1.3299
H 3.8031 -0.9524 -0.1120
H 3.7322 0.6705 0.5183
H -0.4357 1.7570 1.3767
H 0.1480 0.6502 -0.7368
H -1.0610 0.9847 -1.9642
```

Values from the calculation:
Molecular weight: 120.241 g mol⁻¹
Charge: +1
HOMO: -14.2 eV
LUMO: -8.975 eV

---

Model 2:
Computed, not measured: a molecular structure, C5H14NS, with ωB97M-V/def2-TZVPD.

```
21
C5H14NS | OMol25 | ωB97M-V/def2-TZVPD
C 1.5300 0.1767 -0.1665
C -0.8772 -0.8232 -2.0898
C -0.4164 -1.8542 0.0716
C 0.1826 2.1822 2.2353
C 0.0725 0.4729 -0.2476
N -0.8192 -0.5527 -0.6515
S -0.5164 0.5409 1.9565
H 1.6498 -0.6149 0.4903
H 2.1530 1.0279 0.1387
H 1.9883 0.0186 -1.1329
H -1.7686 -1.5706 -2.1976
H -1.2173 0.1354 -2.6331
H 0.0621 -1.1181 -2.4521
H 0.3044 -2.2727 -0.5406
H -0.0787 -1.5814 1.0686
H -1.2290 -2.5547 0.0394
H 0.4606 2.5904 1.2466
H 1.1174 2.0853 2.9234
H -0.6241 2.7609 2.5646
H -0.1978 1.5064 -0.3694
H -1.7760 -0.5550 -0.2539
```

Values from the calculation:
Molecular weight: 120.241 g mol⁻¹
Charge: +1
HOMO: -12.8 eV
LUMO: -4.116 eV

---

Least stable: model 1